# C4H14O3

4 unconnected molecules or ions with the total composition C4H14O3 in a non-equilibrium geometry (wB97M-V/def2-TZVPD, the OMol25 dataset).

Properties
* Kohn-Sham gap: 9.07 eV
* SMILES: C/C=C/C.O.O.O
* energy above the lowest of the compared OMol25 structures with the same formula, charge and spin: 47.26 kcal per mole

XYZ file:
```
21
Properties=species:S:1:pos:R:3:lowdin_charge:R:1
C -2.0833 1.5933 -0.4748 -0.108
C -1.4979 0.3572 -1.1650 -0.198
C -1.4137 -0.8143 -0.5330 -0.171
C -0.6053 -2.0120 -1.1420 -0.117
H -1.8144 2.5408 -0.9037 0.050
H -3.1868 1.3579 -0.4814 0.086
H -1.6724 1.5213 0.5655 0.063
H -1.0000 0.5061 -2.1292 0.103
H -2.1144 -1.2282 0.2706 0.126
H -1.2417 -2.5275 -1.8802 0.078
H -0.1402 -2.6474 -0.4167 0.036
H 0.2969 -1.5828 -1.5015 0.036
O 1.6705 -1.7121 0.8223 -0.057
H 1.9998 -2.0291 -0.0140 0.031
H 1.5062 -0.7672 0.8836 0.007
O 2.4086 1.4714 -0.8457 -0.052
H 3.1727 1.4160 -0.2645 0.035
H 1.7789 2.0912 -0.4801 0.028
O 0.2721 0.8512 2.5425 -0.046
H 1.2277 0.8358 2.6203 0.030
H -0.0999 0.6949 3.4107 0.040
```